(1)
Computed, not measured: a single C2H6B2 molecule in a non-equilibrium geometry, with ωB97M-V with the def2-TZVPD basis set.

The geometry in ORCA input format:
```
! RIJCOSX wB97M-V def2-TZVPD def2/J DEFGRID3
* xyz 0 1
B 0.658 -0.503 0.306
B -0.445 0.670 -0.620
C 1.545 0.059 1.371
C -1.590 -0.236 -0.849
H 2.536 -0.255 1.365
H -2.644 -0.035 -0.468
H -0.425 1.809 -0.533
H 0.883 -1.287 -0.396
H 1.366 0.740 2.137
H -1.621 -1.245 -1.348
*
```

- F_max (eV/A) = 4.5
- HOMO-LUMO gap (spin up / spin down) (eV) = 7.627 / 7.238

***

(2)
Computed, not measured: a single C5H4N2O2 molecule in a non-equilibrium geometry, with ωB97M-V with the def2-TZVPD basis set.

The geometry in ORCA input format:
```
! RIJCOSX wB97M-V def2-TZVPD def2/J DEFGRID3
* xyz 0 1
C 0.234 -0.867 1.801
C -0.887 -1.317 1.310
O -1.448 -1.065 0.039
N -0.789 0.116 -0.348
N -1.084 0.464 -1.609
C 0.047 1.052 -2.067
C 1.061 1.142 -1.020
C 0.465 0.350 0.079
O 1.095 -0.108 1.262
H 0.524 -1.134 2.878
H -1.454 -2.179 1.802
H 0.189 1.776 -2.858
H 2.046 1.771 -1.269
*
```

- F_max (eV/A) = 6.8
- HOMO-LUMO gap (eV) = 9.607
- structure (SMILES) = C1=COn2nccc2O1

***

(3)
Computed, not measured: 2 unconnected molecules or ions with the total composition C4H8O2 in a non-equilibrium geometry, with ωB97M-V with the def2-TZVPD basis set.

The geometry in ORCA input format:
```
! RIJCOSX wB97M-V def2-TZVPD def2/J DEFGRID3
* xyz 0 1
C -1.221 0.195 -1.468
C -0.328 -0.801 -1.533
C 0.134 -1.731 -0.424
H -1.186 0.829 -2.346
H -1.902 0.390 -0.654
H 0.091 -1.034 -2.507
H 1.183 -1.975 -0.585
H -0.431 -2.665 -0.443
H 0.032 -1.219 0.528
O -0.170 0.731 2.376
C 0.594 1.305 1.657
O 1.126 2.514 1.908
H 0.713 0.931 0.634
H 1.366 2.530 2.858
*
```

- F_max (eV/A) = 1.8
- HOMO-LUMO gap (eV) = 10.350
- structure (SMILES) = C=CC.O=CO

***

(4)
Computed, not measured: 2 unconnected molecules or ions with the total composition C4H14N2O in a non-equilibrium geometry, with ωB97M-V with the def2-TZVPD basis set.

The geometry in ORCA input format:
```
! RIJCOSX wB97M-V def2-TZVPD def2/J DEFGRID3
* xyz 0 1
C -0.824 -1.840 -0.694
N 0.080 -0.635 -0.559
C 0.900 -0.502 -1.790
C 0.989 -0.560 0.581
C 1.088 0.682 1.355
N 0.620 1.998 0.699
H -0.972 -2.198 -1.758
H -0.462 -2.894 -0.381
H -1.867 -1.679 -0.402
H 0.929 0.480 -2.226
H 0.430 -1.164 -2.617
H 1.946 -0.918 -1.710
H 0.738 -1.519 1.044
H 2.045 -0.501 0.048
H 0.563 0.632 2.425
H 2.133 0.933 1.569
H 0.750 1.944 -0.300
H -0.350 2.119 0.878
O -2.460 0.826 0.534
H -2.454 1.330 1.250
H -1.569 0.605 0.224
*
```

- F_max (eV/A) = 6.2
- HOMO-LUMO gap (eV) = 10.119
- structure (SMILES) = CN(C)CCN.O